1.
{
  "formula": "C18H48BN4O2",
  "method": "ωB97M-V/def2-TZVPD",
  "total_charge": -1,
  "relative_energy_kcal_mol": 4.3,
  "spin_multiplicity": 1,
  "orbital_gap_ev": 7.53,
  "largest_force_ha_per_bohr": 0.0203,
  "lumo_ev": 2.757,
  "species": ["B", "O", "N", "O", "H", "H", "H", "C", "C", "N", "C", "C", "C", "C", "H", "H", "H", "H", "H", "H", "H", "H", "H", "H", "H", "H", "H", "H", "H", "C", "C", "N", "C", "C", "C", "C", "H", "H", "H", "H", "H", "H", "H", "H", "H", "H", "H", "H", "H", "H", "H", "C", "C", "N", "C", "C", "C", "C", "H", "H", "H", "H", "H", "H", "H", "H", "H", "H", "H", "H", "H", "H", "H"],
  "coordinates": [[2.17640, 1.13603, -1.62004], [0.81249, 0.96748, -2.31077], [-0.18878, 0.74187, -1.45345], [-1.01996, 1.59434, -1.48689], [2.30552, 0.38769, -0.65622], [2.36592, 2.29348, -1.25540], [3.02669, 0.85862, -2.45961], [-2.31896, -1.74601, -0.09400], [-1.87411, -2.55998, 1.11238], [-1.24724, -1.74545, 2.13529], [-0.58707, -2.51374, 3.16879], [-1.45115, -3.39420, 4.08414], [-2.00522, -0.59198, 2.57128], [-3.40387, -0.82100, 3.16538], [-1.49557, -1.15779, -0.49895], [-2.67862, -2.41688, -0.87715], [-3.13754, -1.06771, 0.15191], [-1.13739, -3.29928, 0.78551], [-2.73972, -3.13280, 1.49118], [-0.00371, -1.82557, 3.78757], [0.15020, -3.15505, 2.67516], [-2.00938, -2.80434, 4.81106], [-0.81056, -4.07721, 4.64764], [-2.15762, -4.00217, 3.51776], [-2.10463, 0.07783, 1.71450], [-1.39971, -0.03253, 3.29012], [-3.98376, -1.53846, 2.58287], [-3.95766, 0.12137, 3.16745], [-3.36331, -1.17011, 4.19746], [-0.98039, 4.46755, 5.21290], [-1.64842, 3.72737, 4.06373], [-2.69486, 4.49891, 3.41746], [-3.51853, 3.70487, 2.52119], [-2.85417, 3.09638, 1.28184], [-2.29862, 5.80566, 2.92464], [-1.14823, 5.87545, 1.91061], [-1.72086, 4.80960, 5.93824], [-0.28400, 3.80079, 5.72354], [-0.40934, 5.33050, 4.86860], [-2.10919, 2.81899, 4.46252], [-0.87128, 3.39358, 3.35928], [-4.37215, 4.31415, 2.20794], [-3.94805, 2.89056, 3.11567], [-2.65960, 3.83828, 0.50956], [-3.51497, 2.34690, 0.84126], [-1.91594, 2.59674, 1.52141], [-2.03140, 6.42367, 3.78666], [-3.18368, 6.28726, 2.50009], [-0.30905, 5.24061, 2.19564], [-0.77555, 6.90072, 1.85027], [-1.46286, 5.58926, 0.90899], [5.89726, -3.01095, -3.87742], [4.38786, -2.97338, -3.68486], [3.71469, -2.09228, -4.61493], [2.33172, -1.81996, -4.25227], [1.33980, -2.99150, -4.28222], [3.97078, -2.34032, -6.01776], [3.63483, -3.73028, -6.58252], [6.31476, -2.00402, -3.84038], [6.35584, -3.60047, -3.08129], [6.18156, -3.46965, -4.82642], [4.18038, -2.60275, -2.67845], [4.00194, -4.00772, -3.72071], [1.95372, -1.02058, -4.89328], [2.32721, -1.39326, -3.24665], [1.06511, -3.27792, -5.29880], [0.42162, -2.69424, -3.77225], [1.72743, -3.87353, -3.76894], [5.03051, -2.14627, -6.20930], [3.43925, -1.58011, -6.59558], [3.97525, -4.53187, -5.92514], [4.13155, -3.86571, -7.54712], [2.56642, -3.85746, -6.75073]]
}

---

2.
{
  "formula": "C4H12O",
  "method": "ωB97M-V/def2-TZVPD",
  "total_charge": 0,
  "relative_energy_kcal_mol": 23.4,
  "smiles": "CCCC.O",
  "spin_multiplicity": 1,
  "orbital_gap_ev": 11.84,
  "largest_force_ha_per_bohr": 0.0665,
  "lumo_ev": 0.850,
  "species": ["C", "C", "C", "C", "H", "H", "H", "H", "H", "H", "H", "H", "H", "H", "O", "H", "H"],
  "coordinates": [[-0.47999, -1.22451, -1.26699], [0.44756, -0.10318, -0.73400], [-0.04039, 1.37657, -0.97600], [0.62727, 2.31737, 0.07345], [-0.74519, -0.88134, -2.32024], [0.05218, -2.23504, -1.41734], [-1.41001, -1.34741, -0.63361], [0.42003, -0.28153, 0.37088], [1.32776, -0.13308, -1.27951], [-0.05755, 1.71876, -2.06988], [-1.16758, 1.45176, -0.73317], [1.73462, 2.44471, 0.05301], [0.19669, 3.27899, -0.26548], [0.25933, 1.94342, 1.09236], [-0.34387, -2.08877, 2.53273], [-0.80028, -1.28761, 2.83156], [-0.38566, -2.15896, 1.53087]]
}

---

3.
{
  "formula": "C2H11N4",
  "method": "ωB97M-V/def2-TZVPD",
  "total_charge": 1,
  "relative_energy_kcal_mol": 266.8,
  "spin_multiplicity": 1,
  "orbital_gap_ev": 4.24,
  "largest_force_ha_per_bohr": 0.1109,
  "lumo_ev": -10.031,
  "species": ["N", "C", "N", "N", "H", "H", "H", "H", "H", "H", "C", "N", "H", "H", "H", "H", "H"],
  "coordinates": [[-0.46703, -1.11809, 1.42190], [0.37004, -1.38773, 0.26189], [1.38398, -2.46593, 1.09942], [0.72684, 0.00186, -0.15435], [-0.14749, -0.24462, 1.80618], [-0.25664, -1.87757, 2.06035], [2.09013, -3.02270, 0.68810], [1.79365, -1.85035, 1.76374], [-0.17529, 0.10139, -0.71216], [0.38717, -2.15728, -0.85004], [-0.35206, 2.66200, -1.30816], [-1.72722, 2.15683, -1.30539], [-0.42010, 3.75928, -1.13213], [0.21994, 2.52029, -2.24549], [0.26529, 2.29363, -0.44467], [-1.89247, 1.63208, -0.41962], [-1.38803, 1.17760, -1.66770]]
}

---

4.
{
  "formula": "C28H40N2O4Zr",
  "method": "ωB97M-V/def2-TZVPD",
  "total_charge": 4,
  "relative_energy_kcal_mol": 8.0,
  "spin_multiplicity": 1,
  "orbital_gap_ev": 6.03,
  "largest_force_ha_per_bohr": 0.0065,
  "lumo_ev": -14.089,
  "species": ["Zr", "C", "C", "O", "C", "C", "O", "C", "C", "O", "C", "C", "O", "H", "H", "H", "H", "H", "H", "H", "H", "H", "H", "H", "H", "H", "H", "H", "H", "C", "C", "C", "C", "C", "C", "C", "C", "N", "C", "C", "C", "C", "N", "C", "C", "C", "C", "C", "C", "C", "C", "H", "H", "H", "H", "H", "H", "H", "H", "H", "H", "H", "H", "H", "H", "H", "H", "H", "H", "H", "H", "H", "H", "H", "H"],
  "coordinates": [[0.08606, -0.17032, 0.53960], [3.03447, 0.43778, 1.64856], [2.11029, 1.45193, 2.30372], [0.76787, 0.85031, 2.36271], [0.10814, 0.69788, 3.65988], [-0.59497, -0.67139, 3.69387], [-0.71692, -1.16793, 2.31887], [-0.93709, -2.62005, 2.15360], [0.30668, -3.17535, 1.50381], [0.59051, -2.28617, 0.36058], [1.86930, -2.49295, -0.31478], [2.90449, -1.66037, 0.40382], [2.25754, -0.36376, 0.67324], [3.43975, -0.26880, 2.37234], [3.84487, 0.93348, 1.11491], [2.02032, 2.37978, 1.74730], [2.44241, 1.67000, 3.31776], [-0.58286, 1.52907, 3.78660], [0.86909, 0.73930, 4.43687], [-1.59721, -0.58752, 4.11179], [-0.02030, -1.40252, 4.26117], [-1.82034, -2.72814, 1.52565], [-1.12284, -3.06405, 3.13073], [0.13625, -4.18027, 1.11620], [1.17116, -3.16405, 2.16989], [1.71457, -2.17042, -1.34579], [2.10979, -3.55627, -0.31888], [3.79093, -1.49664, -0.20967], [3.19523, -2.08710, 1.36414], [-0.85275, -3.15308, -2.66799], [-1.94053, -2.89066, -1.66545], [-2.86915, -3.88924, -1.37964], [-3.91775, -3.67097, -0.49748], [-4.05953, -2.44577, 0.14102], [-3.15133, -1.41997, -0.09683], [-3.32789, -0.08486, 0.57158], [-2.11156, -1.66527, -1.00971], [-1.19072, -0.56896, -1.21752], [-1.16129, 0.15588, -2.28252], [-1.97510, -0.03358, -3.49475], [-0.24089, 1.35985, -2.13917], [-0.11679, 2.35368, -3.21921], [0.31326, 1.42489, -0.97675], [1.08424, 2.56436, -0.53153], [0.42180, 3.45846, 0.32437], [-1.01821, 3.26443, 0.70192], [1.13885, 4.55412, 0.78759], [2.46883, 4.73298, 0.42038], [3.10088, 3.82278, -0.41323], [2.42036, 2.71592, -0.92109], [3.10299, 1.77995, -1.87843], [-0.33593, -4.08760, -2.44619], [-0.11146, -2.35433, -2.72573], [-1.27756, -3.27104, -3.66676], [-2.78197, -4.84782, -1.87666], [-4.63634, -4.45918, -0.31389], [-4.89148, -2.27794, 0.81365], [-3.89229, -0.17952, 1.49804], [-3.83339, 0.64894, -0.05987], [-2.36394, 0.39211, 0.85625], [-2.69857, -0.83685, -3.38193], [-1.31496, -0.25853, -4.34186], [-2.48850, 0.89549, -3.75623], [-1.10385, 2.74263, -3.48929], [0.26811, 1.86518, -4.12170], [0.53250, 3.18009, -2.94338], [-1.70320, 3.52016, -0.11038], [-1.28445, 3.87348, 1.56374], [-1.26088, 2.21781, 0.97682], [0.65398, 5.27921, 1.42906], [3.01459, 5.59393, 0.78370], [4.13409, 3.98383, -0.69639], [4.15313, 1.64923, -1.61858], [3.09185, 2.19706, -2.88858], [2.63560, 0.79324, -1.92789]]
}